Record 1
C35H42AsHgN3O2S as an isolated structure, computed with the ωB97M-V functional and the def2-TZVPD basis.

The value obtained for the energy relative to the best compared isomer or geometry (same formula, charge and spin) is 0.00 kcal per mole. The value obtained for the orbital gap (alpha / beta) is 6.780 / 6.576 eV. As for the molar mass: 844.3 g mol⁻¹. Its maximum force is 0.5 eV/Å. The highest occupied orbital energy (alpha / beta) is -0.1542 / -0.1823 hartree.

Geometry as ORCA input:
```
! RIJCOSX wB97M-V def2-TZVPD def2/J DEFGRID3
* xyz -1 2
Hg 0.59184 -0.06811 0.64213
C -0.72448 -3.29456 3.81158
C -1.03316 -1.89085 4.24573
C -1.03075 -1.57478 5.60026
C -1.29891 -0.29228 6.05160
C -1.60105 0.69458 5.12648
C -1.62287 0.41713 3.76662
C -2.00563 1.47699 2.77502
C -1.31188 -0.87440 3.30728
N -1.21974 -1.07714 1.92558
C -1.89780 -2.07074 1.35335
O -2.85717 -2.69669 1.82029
C -1.43227 -2.46063 -0.03892
C -2.29057 -3.12077 -0.90340
C -1.81606 -3.47296 -2.15742
C -0.51383 -3.16049 -2.51197
C 0.27632 -2.48000 -1.59465
N -0.17475 -2.17290 -0.38113
C 1.67690 -2.06343 -1.98209
O 2.30169 -2.84420 -2.71914
N 2.05119 -0.87436 -1.52200
C 3.14815 -0.27107 -2.14842
C 4.20588 0.23484 -1.37208
C 4.16267 0.10067 0.11944
C 5.29420 0.84086 -1.98618
C 5.35607 0.98682 -3.36268
C 4.29128 0.53646 -4.12680
C 3.18811 -0.08272 -3.54863
C 2.06167 -0.53517 -4.43305
H -1.62382 -3.79183 3.44645
H -0.00400 -3.29124 2.99191
H -0.30615 -3.86981 4.63966
H -0.81060 -2.35974 6.31675
H -1.27117 -0.06296 7.10972
H -1.83763 1.69852 5.46301
H -1.21489 1.63667 2.03853
H -2.89269 1.17723 2.21184
H -2.20873 2.42306 3.27827
H -3.29280 -3.34825 -0.57016
H -2.46119 -3.98643 -2.86025
H -0.09537 -3.42150 -3.47338
H 3.27888 0.59598 0.53494
H 4.08626 -0.94208 0.42420
H 5.05196 0.53631 0.57820
H 6.10681 1.20522 -1.36627
H 6.21529 1.45074 -3.83115
H 4.30777 0.66405 -5.20433
H 2.11786 -0.04568 -5.40685
H 2.09731 -1.61662 -4.57631
H 1.09516 -0.31091 -3.97550
C -1.03804 4.29083 1.11006
C -0.41631 3.62956 -0.09194
C 0.94975 3.74562 -0.31985
C 1.54951 3.18164 -1.43840
C 3.01846 3.37741 -1.69131
C 0.75529 2.47355 -2.33496
C -0.61063 2.32217 -2.12358
C -1.46177 1.57063 -3.11451
C -1.18521 2.91046 -0.99967
H -0.87024 5.36992 1.08642
H -0.60138 3.91013 2.03392
H -2.11257 4.11336 1.14782
H 1.56228 4.28938 0.39346
H 3.20853 4.38961 -2.05951
H 3.39228 2.67008 -2.42816
H 3.59430 3.24470 -0.77460
H 1.21532 2.02598 -3.20824
H -1.79169 2.23105 -3.92046
H -2.35027 1.15735 -2.63604
H -0.90514 0.74926 -3.56623
H -2.25281 2.80660 -0.83206
C 2.81385 -2.00800 4.41977
As 3.19791 -4.28984 2.29226
C 4.93695 -4.04426 1.40503
C 2.18129 -4.52692 0.64170
S 2.64785 -2.15032 2.61288
H 3.59862 -1.29185 4.65422
H 3.06695 -2.97480 4.85158
H 1.86611 -1.66506 4.83221
H 4.80230 -3.56646 0.43436
H 5.40125 -5.02216 1.26323
H 5.58825 -3.42892 2.02327
H 2.63651 -5.34116 0.07718
H 2.23046 -3.62107 0.04081
H 1.14012 -4.76645 0.85177
*
```


Record 2
C23H23GaP2 as an isolated structure at a distorted geometry, computed with the ωB97M-V functional and the def2-TZVPD basis.

The value obtained for the energy relative to the best compared isomer or geometry (same formula, charge and spin) is 0.00 kcal per mole. The value obtained for the orbital gap is 6.493 eV. As for the molar mass: 431.1 g mol⁻¹. Its maximum force is 5.2 eV/Å. The highest occupied orbital energy is -0.2132 hartree.

Geometry as ORCA input:
```
! RIJCOSX wB97M-V def2-TZVPD def2/J DEFGRID3
* xyz 0 1
C -1.48276 -0.33566 -0.09390
C -2.00439 -1.63684 -0.18818
C -2.36906 -2.07562 1.11565
C -2.35442 -0.87306 1.93843
C -1.99338 0.23844 1.06846
Ga -0.49879 -1.46677 1.65677
P 0.63167 1.34595 -1.88475
H -0.81102 0.01209 -0.85865
H -2.26867 -2.11024 -1.13167
H -2.94886 -3.01962 1.26304
H -2.28800 1.31812 1.26885
H -2.79827 -0.86845 2.93265
H 0.67369 2.68941 -1.33072
H -0.20742 1.73419 -2.96469
H 1.83679 1.26849 -2.66286
C 3.87291 -1.12472 5.42189
C 2.63630 -0.45390 5.35219
C 2.01121 -0.26814 4.11331
C 2.67969 -0.67072 2.93431
C 3.90560 -1.34376 3.00083
C 4.51421 -1.54518 4.24684
P 1.92888 -0.13232 1.34465
C 2.17246 1.68086 1.46344
C 1.05943 2.54318 1.49118
C 1.25122 3.90233 1.72889
C 2.54068 4.42258 1.86944
C 3.64820 3.57374 1.80734
C 3.46156 2.20216 1.65138
C 3.05966 -0.72178 0.02028
C 3.99806 0.08982 -0.63933
C 4.88602 -0.45450 -1.56569
C 4.79268 -1.81054 -1.91936
C 3.79624 -2.61351 -1.33669
C 2.91331 -2.07283 -0.39446
H 4.38164 -1.28881 6.37777
H 2.17654 -0.11367 6.28507
H 1.03630 0.23554 4.08777
H 4.37723 -1.64462 2.06366
H 5.47627 -2.05874 4.26091
H 0.04966 2.17537 1.28917
H 0.39202 4.57512 1.81716
H 2.70143 5.49531 2.01630
H 4.66456 3.95274 1.88816
H 4.31413 1.52252 1.66015
H 4.03857 1.15906 -0.42416
H 5.65344 0.18402 -2.02331
H 5.49689 -2.23688 -2.65369
H 3.71775 -3.67622 -1.62811
H 2.12089 -2.69985 0.02583
*
```


Record 3
A 21-piece molecular cluster, C2H44O22 overall at a distorted geometry, computed with the ωB97M-V functional and the def2-TZVPD basis.

The value obtained for the energy relative to the best compared isomer or geometry (same formula, charge and spin) is 58.36 kcal per mole. The value obtained for the orbital gap is 7.509 eV. As for the molar mass: 420.4 g mol⁻¹. Its maximum force is 4.7 eV/Å. The highest occupied orbital energy is -0.1234 hartree.

Geometry as ORCA input:
```
! RIJCOSX wB97M-V def2-TZVPD def2/J DEFGRID3
* xyz -2 1
O 0.10166 0.87916 1.49385
C 0.16591 -0.19634 0.60906
C -0.41762 0.26279 -0.78248
O -0.61091 -0.90459 -1.62269
H -0.27679 -1.04810 1.05849
H 1.20876 -0.38376 0.38175
H 0.13514 1.06288 -1.12014
H -1.40212 0.70964 -0.70167
O 0.75749 -3.20433 3.22877
H 1.19584 -3.38185 4.04876
H 1.37577 -2.87511 2.57470
O 1.99221 2.30781 0.53694
H 2.07843 1.96256 -0.33265
H 1.44502 1.66075 1.01004
O 2.20816 -0.45294 -2.26697
H 2.20966 -0.62484 -3.24511
H 1.30220 -0.59029 -1.93394
O -3.77382 1.64128 -0.37908
H -3.89639 2.31339 0.35470
H -2.92975 1.25098 -0.16486
O 2.91349 2.41937 -2.46860
H 2.88951 2.93705 -3.26799
H 2.31830 1.73495 -2.82299
O -2.08781 -2.33683 2.53699
H -2.33969 -2.20295 1.59791
H -1.16068 -2.64182 2.52360
O 4.17648 0.21782 -0.55104
H 3.34034 0.18340 -0.99032
H 4.19187 -0.59171 -0.07268
O -0.96904 3.13328 0.66189
H -0.55849 2.29834 0.86778
H -0.35464 3.82293 0.76771
O -0.02353 1.13344 -3.50803
H -0.22403 0.44570 -2.87334
H 0.30815 0.60292 -4.20754
O 0.80851 -3.03452 -0.83263
H 0.35949 -2.23487 -1.02404
H 1.17464 -3.32159 -1.65162
O -2.52412 2.34939 -2.63849
H -2.82409 2.80308 -1.82811
H -2.67256 1.42190 -2.54350
O -2.57824 -1.70853 -0.13465
H -1.86461 -1.39897 -0.70993
H -3.34872 -1.85006 -0.68548
O 0.41409 2.21232 3.74139
H 0.35232 1.67678 2.96830
H -0.52730 2.17733 4.01921
O 2.65420 -2.13265 1.06705
H 1.99581 -2.38174 0.41363
H 3.30763 -2.83497 1.04064
O -0.06495 -0.63428 4.94534
H 0.17395 -0.52560 4.02903
H -0.06603 -1.59747 4.93156
O 1.97795 -0.37788 2.94541
H 1.26238 -0.12313 2.37468
H 2.41653 -0.95572 2.27994
O -2.33636 0.34470 2.18504
H -1.41367 0.45032 1.79532
H -2.28914 -0.54162 2.58142
O -2.89907 -0.30167 -2.70926
H -2.08260 -0.43967 -2.22727
H -3.68311 -0.37761 -2.14890
O -1.00055 -3.00091 -3.23387
H -0.86198 -2.17924 -2.73270
H -0.29828 -3.53628 -2.92792
O 0.20492 3.43471 -1.78770
H 1.03737 3.92576 -1.52743
H -0.09350 3.14772 -0.91529
*
```


Record 4
C11H22N5O5PSSm as an isolated structure at a distorted geometry, computed with the ωB97M-V functional and the def2-TZVPD basis.

The value obtained for the energy relative to the best compared isomer or geometry (same formula, charge and spin) is 0.00 kcal per mole. The value obtained for the orbital gap (alpha / beta) is 8.791 / 9.183 eV. As for the molar mass: 517.7 g mol⁻¹. Its maximum force is 4.2 eV/Å. The highest occupied orbital energy (alpha / beta) is -0.6611 / -0.6609 hartree.

Geometry as ORCA input:
```
! RIJCOSX wB97M-V def2-TZVPD def2/J DEFGRID3
* xyz 3 6
Sm -0.37544 0.22503 0.82620
N -1.44727 -1.34198 -0.79478
C -2.68765 -0.57496 -1.13181
C -2.33954 0.82769 -1.62466
N -1.92504 1.70156 -0.47730
H -1.01818 -1.64306 -1.66511
H -1.73614 -2.20130 -0.33275
H -3.29857 -0.50572 -0.22976
H -3.26857 -1.08522 -1.89845
H -3.20431 1.24797 -2.13614
H -1.51370 0.78249 -2.33745
H -2.77090 1.91510 0.04847
H -1.63761 2.59939 -0.85853
N 4.67922 2.32600 0.64588
C 3.70141 1.56627 1.49719
P 3.16621 0.06305 0.50764
O 4.12969 0.10776 -0.64800
O 1.68178 0.12819 0.15307
C 3.57646 -1.59450 1.28671
N 4.65045 -2.23019 0.44926
H 4.82322 1.72886 -0.21373
H 5.58147 2.46078 1.10151
H 4.34048 3.24382 0.35853
H 2.83092 2.17144 1.73410
H 4.16298 1.27103 2.43436
H 2.67098 -2.19681 1.26023
H 3.88836 -1.50750 2.32146
H 5.54694 -2.27062 0.93374
H 4.76926 -1.60325 -0.38842
H 4.42516 -3.17840 0.14679
O 2.30820 -0.06528 3.43454
S 0.89432 0.15375 3.39916
O 0.51632 1.35440 2.59168
N 0.10223 -1.02360 2.58202
C -1.19701 -0.80488 2.97549
O -2.08323 -0.71493 2.11045
C -1.30350 -0.46279 4.40834
C -2.35854 -0.63780 5.28168
C -2.15874 -0.28445 6.61597
C -0.94886 0.24085 7.05134
C 0.11416 0.45209 6.16939
C -0.09590 0.08624 4.86350
H -3.29167 -1.06850 4.94326
H -2.95774 -0.43225 7.33010
H -0.82215 0.48991 8.09626
H 1.04800 0.87851 6.50985
*
```